Record 1
# C34H51BrN2P2Sn

C34H51BrN2P2Sn as an isolated structure at a distorted geometry (ωB97M-V/def2-TZVPD, the OMol25 dataset).

Each line ends with the Mulliken charge.
Element x y z (Å)
1 C -2.10761 -4.11933 -2.54377  -0.29
2 C -0.70758 -3.92203 -2.62465  0.81
3 C -0.19867 -3.62405 -3.91027  -0.14
4 C -1.06005 -3.53265 -5.01667  -0.55
5 N -2.38651 -3.67697 -4.91184  -0.48
6 C -2.89274 -4.00610 -3.71735  -0.47
7 C 0.21752 -4.00032 -1.50744  -0.34
8 C 0.99517 -3.79756 -0.57741  -0.84
9 C 1.72485 -3.31178 0.56016  0.09
10 C 1.91684 -1.92710 0.54195  0.92
11 C 2.44509 -1.30728 1.71392  -1.29
12 C 2.26110 -1.99929 2.91274  -0.09
13 C 2.35028 -3.38340 2.94175  -0.85
14 C 2.01658 -4.05735 1.74061  -0.26
15 Sn 0.48668 0.43920 2.06550  1.46
16 P -1.03402 0.58617 -0.73675  1.12
17 H 0.87213 -3.48654 -4.05837  0.49
18 H -2.60429 -4.39334 -1.61306  0.53
19 H -0.64638 -3.32494 -6.01048  0.41
20 H -3.97875 -4.17999 -3.68236  0.39
21 H 1.87114 -5.13498 1.74458  0.62
22 H 1.49776 -1.31845 -0.29992  0.49
23 H 2.65723 -3.93160 3.83565  0.57
24 H 2.92991 -0.29553 1.66728  0.79
25 C -1.50373 2.38206 -1.06072  -0.63
26 C -2.01565 2.88323 -2.40787  -1.56
27 H -0.58644 2.93754 -0.80547  0.40
28 H -2.24202 2.62950 -0.28127  0.62
29 H -2.16079 3.96926 -2.32642  0.46
30 H -1.30950 2.73737 -3.23324  0.34
31 H -2.99310 2.46828 -2.68265  0.33
32 C -0.32743 0.00440 -2.38107  0.69
33 C -1.19253 -0.10768 -3.63613  -1.48
34 H 0.07507 -0.99633 -2.15522  -0.25
35 H 0.54098 0.64922 -2.60002  -0.17
36 H -0.54717 -0.40227 -4.47537  0.48
37 H -1.94873 -0.90122 -3.56248  0.12
38 H -1.67517 0.83249 -3.93102  0.26
39 C -2.67385 -0.30997 -0.72178  -0.23
40 C -3.84855 0.16961 -1.56646  -1.52
41 H -2.97513 -0.30758 0.33740  0.17
42 H -2.44811 -1.35655 -0.97805  0.19
43 H -4.71178 -0.47505 -1.35428  0.45
44 H -4.16432 1.19061 -1.32307  0.36
45 H -3.67463 0.09376 -2.64676  0.29
46 Br 2.17984 -0.79667 4.58514  0.11
47 P 2.85456 1.70005 -0.40703  0.84
48 C 2.57788 2.61157 -1.98621  -0.45
49 C 3.51736 3.78734 -2.24253  -1.23
50 H 1.53814 2.98122 -1.91830  0.27
51 H 2.59283 1.89649 -2.82630  0.50
52 H 3.23174 4.28988 -3.17738  0.43
53 H 3.45757 4.52816 -1.43485  0.30
54 H 4.56095 3.46296 -2.35425  0.30
55 C 3.68357 2.86004 0.77195  -0.47
56 C 5.19999 2.80340 0.89381  -1.33
57 H 3.24107 2.60164 1.75030  0.32
58 H 3.35705 3.89053 0.57114  0.65
59 H 5.53696 3.45232 1.71287  0.42
60 H 5.55734 1.79506 1.12648  0.33
61 H 5.71518 3.16067 -0.00571  0.29
62 C 4.04743 0.35404 -0.78757  -0.61
63 C 5.16294 0.68882 -1.76214  -1.48
64 H 3.45459 -0.47863 -1.19393  0.50
65 H 4.45254 -0.02433 0.16081  0.48
66 H 5.78827 -0.19655 -1.92642  0.43
67 H 4.78193 1.00102 -2.73722  0.36
68 H 5.83266 1.46928 -1.39085  0.28
69 C -0.73848 -0.73281 5.51158  -1.03
70 N -0.78288 -1.44604 4.19213  1.24
71 C -0.67190 -2.93742 4.38713  -0.90
72 C -2.04774 -1.09652 3.36750  -1.56
73 C -2.35808 0.38197 3.44504  0.67
74 C -3.50198 0.88968 4.09087  -0.67
75 C -3.67564 2.26852 4.22641  -0.74
76 C -2.78308 3.16190 3.62671  -0.74
77 C -1.67198 2.65298 2.92175  -0.57
78 C -1.46333 1.28758 2.88322  0.56
79 H -1.64728 -1.00428 6.06178  0.41
80 H -0.69727 0.34539 5.31503  0.37
81 H 0.17001 -1.05695 6.04130  0.55
82 H 0.07094 -1.13444 3.64490  -1.35
83 H -1.58101 -3.25211 4.92079  0.43
84 H -0.60485 -3.43935 3.41208  0.38
85 H 0.22539 -3.16674 4.97747  0.37
86 H -1.80905 -1.44686 2.34580  0.26
87 H -2.83030 -1.74877 3.78554  0.68
88 H -4.19876 0.18732 4.55449  0.52
89 H -4.53148 2.65715 4.77886  0.47
90 H -2.93610 4.23741 3.69607  0.48
91 H -0.98793 3.34002 2.39112  0.48

Its HOMO energy (alpha / beta) is -17.8661 / -17.8654 eV. The LUMO energy (alpha / beta) comes out at -0.5481 / -0.5402 hartree. The calculation puts the electronic energy at -4904.9276 Eh. Its net charge is +4.


Record 2
# C3H6CuO5

C3H6CuO5 as an isolated structure at a distorted geometry (ωB97M-V/def2-TZVPD, the OMol25 dataset).

Each line ends with the Mulliken charge.
Element x y z (Å)
1 C -0.88974 0.55335 -0.28699  -0.45
2 C 0.49331 -0.08788 -0.29214  -0.18
3 O 0.38830 -1.38331 0.29799  -0.20
4 C 1.51557 -2.10532 0.49211  0.90
5 O 2.62250 -1.62987 0.14152  -0.68
6 O 1.34513 -3.23415 1.01733  -0.72
7 O -0.83525 1.82723 -0.82567  -0.72
8 Cu 3.44370 -3.40657 0.84422  0.49
9 H -1.26589 0.51355 0.75714  0.24
10 H -1.58117 -0.10980 -0.84786  0.17
11 H 1.19527 0.53120 0.28549  0.24
12 H 0.87523 -0.17703 -1.32090  0.22
13 H -1.63583 2.49177 -0.30579  0.41
14 O -2.39159 3.23522 0.15298  -0.89
15 H -3.27952 2.98160 -0.10942  0.19

Its HOMO energy is -3.6211 eV. The LUMO energy comes out at 0.0285 hartree. Its energy above the lowest of the compared OMol25 structures with the same formula, charge and spin is 3.49 kJ/mol. The calculation puts the electronic energy at -2134.5913 Eh. Its net charge is -1.


Record 3
# C45H43IrN8O4S2Te

C45H43IrN8O4S2Te as an isolated structure (ωB97M-V/def2-TZVPD, the OMol25 dataset).

Each line ends with the Mulliken charge.
Element x y z (Å)
1 Ir 0.00839 1.51850 -0.45890  0.84
2 C -5.38077 -0.25873 1.20593  -0.49
3 C -4.50648 -0.82287 2.13480  -1.10
4 C -3.16775 -0.49998 2.11701  -0.15
5 C -2.67259 0.41983 1.16050  -0.38
6 C -3.56307 0.95708 0.21401  0.19
7 C -4.89952 0.62385 0.24407  -1.08
8 N -1.35085 0.76584 1.11063  0.27
9 C -0.58560 0.69551 2.28339  0.33
10 C -1.03135 0.99816 3.57246  -0.17
11 C -0.13288 0.96145 4.62672  -1.06
12 C 1.20152 0.61681 4.42947  -0.75
13 C 1.66900 0.31404 3.15667  -0.58
14 C 0.77142 0.37937 2.11739  -0.34
15 N 1.05886 0.21557 0.74180  1.74
16 N 1.55208 -0.85123 0.33598  -1.53
17 C 1.35715 -0.98772 -1.05098  -0.22
18 C 1.97331 -2.03885 -1.70888  -0.49
19 C 1.68921 -2.23502 -3.04723  -0.96
20 C 0.76838 -1.39678 -3.65869  -1.09
21 C 0.18295 -0.37743 -2.93040  -0.60
22 N 0.48313 -0.14638 -1.64882  1.11
23 H -6.43126 -0.51745 1.22700  0.42
24 H -4.87759 -1.52765 2.86779  0.40
25 H -2.48435 -0.97520 2.80669  0.69
26 H -3.18412 1.65005 -0.52059  0.32
27 H -5.57052 1.04932 -0.48954  0.47
28 H -2.05480 1.30921 3.73079  0.61
29 H -0.47298 1.23031 5.61764  0.44
30 H 1.88900 0.61790 5.26372  0.45
31 H 2.71249 0.10545 2.96122  0.54
32 H 2.65983 -2.66416 -1.15617  0.68
33 H 2.17039 -3.02894 -3.60212  0.55
34 H 0.49751 -1.52087 -4.69765  0.63
35 H -0.54480 0.28519 -3.37308  0.51
36 O -3.75052 -1.01216 -2.78192  -0.69
37 C -3.04701 -1.76055 -2.12205  0.18
38 O -2.06618 -1.48308 -1.35324  -0.59
39 C -3.36318 -3.28479 -2.17443  0.11
40 N -2.40788 -3.88278 -1.17270  0.01
41 C -3.19914 -4.44133 -0.03198  -0.68
42 C -4.53990 -3.72814 -0.14568  0.24
43 C -4.75357 -3.62749 -1.65638  -1.11
44 H -3.15712 -3.66107 -3.17390  0.41
45 H -1.90038 -2.93484 -0.94076  0.13
46 H -1.76517 -4.55572 -1.57445  0.37
47 H -2.66860 -4.26336 0.90080  0.35
48 H -3.30667 -5.51494 -0.18201  0.38
49 H -4.46971 -2.73072 0.29129  -0.49
50 H -5.32906 -4.27379 0.36735  0.52
51 H -5.45806 -2.85017 -1.94381  0.46
52 H -5.10087 -4.57840 -2.06374  0.35
53 N 5.54298 7.17158 -2.17552  -0.53
54 C 5.16209 6.28972 -1.18486  1.03
55 C 5.77068 5.03621 -1.07361  -0.74
56 C 5.34524 4.13363 -0.11670  -0.17
57 C 4.30513 4.46427 0.74048  -0.47
58 C 3.70816 5.71892 0.65636  -0.33
59 C 4.12978 6.62112 -0.29732  -0.88
60 S 3.66251 3.26875 1.85938  1.23
61 O 4.50996 2.10832 1.78652  -0.74
62 O 3.42823 3.90248 3.13418  -0.78
63 N 2.25484 2.84962 1.17647  -0.15
64 C 1.10605 3.41326 1.52250  0.08
65 S 0.76473 4.54005 2.81269  -0.12
66 C -0.90269 4.58874 2.33875  -0.70
67 C -1.13012 3.77970 1.29557  -0.89
68 N -0.01114 3.10731 0.83775  1.44
69 H 6.44907 7.02807 -2.58816  0.22
70 H 5.30932 8.14019 -2.03733  0.23
71 H 6.58308 4.77538 -1.74117  0.27
72 H 5.82910 3.17114 -0.01318  0.56
73 H 2.91796 5.98968 1.34574  0.45
74 H 3.66495 7.59761 -0.36071  0.34
75 H -1.61068 5.21990 2.84841  0.51
76 H -2.07026 3.62529 0.78962  0.43
77 C 1.79274 2.52060 -3.74092  -1.13
78 Te 1.85941 2.86751 -1.63206  0.21
79 C 3.56190 1.59805 -1.76530  -0.66
80 C 4.13218 1.92934 -3.11914  0.17
81 C 5.48556 1.80421 -3.40434  -0.67
82 C 5.96446 2.12566 -4.66589  -0.75
83 C 5.09147 2.58048 -5.64446  -0.63
84 C 3.73952 2.71294 -5.36328  -0.85
85 C 3.25090 2.38553 -4.10460  0.77
86 H 1.30106 3.35630 -4.23441  0.74
87 H 1.22782 1.61460 -3.95399  0.31
88 H 3.22158 0.56271 -1.71465  0.33
89 H 4.23727 1.78274 -0.93442  0.72
90 H 6.16644 1.46062 -2.63439  0.50
91 H 7.02035 2.03063 -4.88260  0.43
92 H 5.46545 2.84244 -6.62530  0.43
93 H 3.06092 3.08122 -6.12319  0.50
94 C -2.86065 3.91057 -3.65437  -0.86
95 C -2.91690 2.52945 -3.52266  -0.99
96 C -2.11154 1.87957 -2.59684  0.89
97 C -1.22183 2.57531 -1.76524  0.77
98 C -1.21067 3.97020 -1.89949  -0.06
99 C -2.00938 4.62840 -2.82984  -0.75
100 H -3.48482 4.42015 -4.37670  0.40
101 H -3.59966 1.94720 -4.12976  0.53
102 H -2.23154 0.80700 -2.48787  -0.60
103 H -0.58506 4.57798 -1.25178  0.29
104 H -1.96792 5.70861 -2.89946  0.47

Its HOMO energy (alpha / beta) is -9.7301 / -9.7261 eV. As for the spin multiplicity: 2. The LUMO energy (alpha / beta) comes out at -0.1336 / -0.1693 hartree. Its energy above the lowest of the compared OMol25 structures with the same formula, charge and spin is 39.83 kJ/mol. The calculation puts the electronic energy at -3648.1687 Eh. Its net charge is +1.